9
Properties=species:S:1:pos:R:3 method="wB97M-V/def2-TZVPD" max_force_ha_per_bohr=0.0642 total_energy_ha=-735.49117 lumo_ev=-0.8 de_lowest_kj_mol=252.3 gap_ev=8.33 molar_mass_da=118.117 smiles="O=c1o[nH][nH]c1=S" multiplicity=1
O 2.14365 -1.02843 0.38875
C 1.17602 -0.39022 0.19480
O 1.14802 1.01972 0.09926
N -0.29572 1.44452 0.08684
N -0.96640 0.20172 -0.24771
C -0.18023 -0.88464 -0.22027
S -0.66191 -2.37462 -0.76400
H -0.37067 1.67910 1.08429
H -1.99275 0.33284 -0.62196